Record 1
Computed, not measured: C14H27N3O2S in the gas phase, with wB97M-V/def2-TZVPD.

Last column: natural (NBO) charge in e.
Positions of all 47 atoms, in Å:
C -4.4743 -0.5746 1.2387  -0.401
C -3.6660 0.4554 1.0728  -0.186
C -3.7924 1.4597 -0.0329  -0.272
N -2.5169 1.6755 -0.6754  -0.590
C -1.7627 2.7696 -0.4750  0.290
S -2.3323 4.1898 0.1328  -0.251
N -0.4690 2.7135 -0.9315  -0.453
N 0.1722 1.4777 -1.0470  -0.490
C 0.5356 0.7823 0.0807  0.725
O 0.1114 1.0787 1.1734  -0.632
C 1.3940 -0.4428 -0.1860  -0.324
C 0.6272 -1.6930 0.2661  -0.368
C -0.7044 -1.8566 -0.4628  -0.401
C -1.3940 -3.1722 -0.1094  -0.387
C -2.7528 -3.2913 -0.7881  -0.604
H -2.6459 -3.2455 -1.8700  0.198
H -3.2270 -4.2352 -0.5308  0.209
H -3.4050 -2.4805 -0.4703  0.210
H -1.5246 -3.2268 0.9731  0.198
H -0.7585 -4.0079 -0.4110  0.194
H -1.3677 -1.0345 -0.1837  0.197
H -0.5425 -1.8128 -1.5436  0.191
H 0.4387 -1.6190 1.3385  0.217
H 1.2516 -2.5718 0.0902  0.203
H 1.6117 -0.5221 -1.2540  0.202
C 2.6955 -0.2981 0.6130  -0.405
H 3.3007 -1.1973 0.4925  0.215
H 2.4248 -0.2084 1.6682  0.219
C 3.5334 0.9352 0.2134  0.255
C 4.1263 0.7874 -1.1890  -0.620
H 4.7376 1.6567 -1.4149  0.222
H 4.7416 -0.1054 -1.2466  0.212
H 3.3405 0.7281 -1.9360  0.201
C 4.6638 1.1197 1.2320  -0.627
H 4.2574 1.2428 2.2346  0.207
H 5.2447 2.0047 0.9833  0.219
H 5.3224 0.2558 1.2296  0.214
O 2.7141 2.0952 0.1813  -0.735
H 2.4376 2.3033 1.0823  0.480
H 0.7102 1.3687 -1.8960  0.398
H 0.1095 3.4797 -0.5961  0.405
H -2.0418 0.8491 -1.0142  0.401
H -4.1049 2.4290 0.3720  0.257
H -4.5247 1.1320 -0.7773  0.199
H -2.8341 0.6283 1.7431  0.216
H -4.3531 -1.2693 2.0520  0.202
H -5.3078 -0.7528 0.5778  0.190

Atomic forces in eV per Å
-0.085 -0.077 0.061
0.097 0.133 -0.138
-0.344 0.106 0.090
0.521 -0.237 -0.094
-0.314 -0.109 -0.356
-0.054 0.581 0.329
0.592 -0.360 -0.002
-0.465 0.367 -0.403
-0.056 -0.165 -0.344
-0.008 0.003 0.293
0.174 -0.069 0.490
-0.181 0.237 -0.337
0.184 -0.346 0.283
-0.149 0.257 -0.223
0.169 -0.091 0.150
-0.038 0.001 -0.133
-0.130 -0.081 -0.034
-0.087 0.054 -0.018
0.063 -0.050 0.069
0.060 -0.037 0.078
-0.057 0.059 -0.037
-0.034 0.054 -0.078
0.068 -0.012 0.053
0.051 -0.024 0.034
-0.022 0.003 -0.036
-0.070 0.392 -0.296
0.022 -0.062 0.043
0.012 -0.051 0.037
0.542 -0.559 0.180
-0.241 0.187 0.373
0.077 0.076 -0.050
0.066 -0.112 -0.032
-0.085 -0.044 -0.146
-0.245 0.071 -0.282
-0.038 -0.014 0.118
0.071 0.071 -0.023
0.095 -0.118 0.049
0.085 0.351 0.003
-0.040 -0.015 -0.004
-0.116 -0.025 0.194
-0.145 -0.232 0.020
0.036 0.126 0.018
-0.009 -0.179 -0.146
0.001 0.060 0.101
0.106 -0.004 0.150
0.057 -0.101 0.197
-0.134 -0.018 -0.198

Properties
**2S+1**: 1
**E**: -34356.862 eV
**Frontier orbital gap**: 8.63 eV
**Total charge**: 0
**SMILES**: C=CCNC(=S)NNC(=O)[C@H](CCCC)CC(C)(C)O

***

Record 2
Computed, not measured: a molecular structure, C14H27N3Os, with wB97M-V/def2-TZVPD.

Last column: natural (NBO) charge in e.
Positions of all 45 atoms, in Å:
Os -0.5747 0.1926 -0.6962  1.425
C 3.5196 -0.0232 3.6382  -0.347
C 2.9108 -0.7201 2.1006  -0.030
C 4.0684 -1.2151 1.3255  -0.693
C 1.8208 0.0799 1.4632  -0.137
C 2.0204 0.7525 0.2253  -0.011
C 1.1550 1.7746 -0.2064  -0.324
C -0.0228 2.0890 0.5317  0.037
C -0.8220 3.3309 0.2696  -0.673
C -0.3962 1.1443 1.5308  -0.334
C 0.5764 0.2481 2.0637  -0.042
H 4.2039 -0.7484 4.0699  0.282
H 2.6869 0.2384 4.2832  0.253
H 4.0103 0.8002 3.1079  0.291
H 2.4980 -1.3841 2.8978  0.350
H 4.6994 -0.4013 0.9413  0.294
H 3.7242 -1.7726 0.4430  0.287
H 4.7042 -1.8739 1.9147  0.302
H 2.9194 0.5696 -0.3553  0.277
H 1.4667 2.4103 -1.0292  0.304
H -1.8904 3.1352 0.1495  0.257
H -0.4492 3.8854 -0.5896  0.273
H -0.7349 3.9742 1.1530  0.320
H -1.3109 1.3068 2.0916  0.302
H 0.3234 -0.2841 2.9776  0.280
N -0.7052 0.3813 -2.8196  -0.799
C -2.0373 -0.0866 -3.3595  -0.257
C -3.0923 0.2998 -2.3542  -0.264
N -2.6493 -0.0910 -0.9571  -0.576
C -3.0332 -1.4930 -0.5138  -0.254
C -2.0042 -2.5150 -0.9469  -0.256
N -0.6431 -2.0510 -0.4846  -0.862
H 0.0563 -0.0866 -3.3189  0.447
H -0.5853 1.3698 -3.0652  0.442
H -2.2276 0.3835 -4.3254  0.294
H -1.9690 -1.1586 -3.5281  0.236
H -3.2430 1.3812 -2.3438  0.250
H -4.0552 -0.1626 -2.5757  0.286
H -3.1495 0.5332 -0.3211  0.442
H -3.1152 -1.4639 0.5744  0.245
H -4.0223 -1.7263 -0.9107  0.287
H -2.2321 -3.4884 -0.5114  0.288
H -1.9643 -2.6495 -2.0252  0.236
H -0.5158 -2.3327 0.4885  0.428
H 0.0809 -2.5525 -1.0032  0.443

Atomic forces in eV per Å
0.135 -0.035 0.050
0.190 0.210 0.209
-0.346 -0.225 -0.061
0.048 -0.017 0.066
0.087 0.136 -0.046
0.012 -0.002 0.033
0.050 -0.082 -0.039
-0.132 0.093 0.052
0.016 -0.084 -0.014
-0.003 0.065 -0.092
0.047 -0.087 0.030
-0.014 -0.046 -0.059
-0.030 0.029 -0.074
0.001 0.090 0.071
0.102 -0.148 -0.091
-0.039 -0.003 -0.031
-0.011 0.008 -0.019
-0.031 0.009 0.015
-0.004 0.009 -0.006
-0.007 -0.005 -0.008
-0.003 0.011 0.048
-0.010 0.003 -0.008
0.018 0.032 -0.017
0.000 -0.023 0.006
-0.014 -0.008 -0.015
-0.022 0.081 -0.007
0.067 0.009 -0.021
-0.009 -0.003 0.036
-0.042 -0.008 -0.021
0.006 0.029 0.016
0.050 0.051 -0.002
0.004 0.023 0.039
-0.006 -0.009 -0.012
0.000 -0.001 -0.011
-0.008 -0.004 0.001
-0.032 -0.003 0.012
0.004 0.001 -0.019
0.004 -0.008 -0.006
-0.032 -0.026 0.006
0.006 -0.012 0.001
0.008 -0.021 -0.013
-0.023 0.006 0.011
-0.015 0.009 0.000
-0.005 -0.019 -0.003
-0.018 -0.025 -0.005

Properties
**2S+1**: 5
**E**: -21844.993 eV
**Expectation value of S²**: 6.02
**Frontier orbital gap (spin up / spin down)**: 7.26 / 6.95 eV
**Total charge**: +4

***

Record 3
Computed, not measured: a molecular structure, C14H28AsFN4O3P2S4Ti, with wB97M-V/def2-TZVPD.

Last column: natural (NBO) charge in e.
Positions of all 58 atoms, in Å:
Ti 0.1606 -1.4629 0.4084  1.551
S 2.6969 -4.4565 3.4874  -0.743
As 1.7883 -3.2222 2.0525  0.985
S -0.4012 -3.4243 1.7383  -0.602
S 1.7991 -1.0502 2.3993  -0.693
S 2.3258 -3.3107 -0.0355  -0.712
C 3.4873 2.0176 0.4483  -0.402
N 3.1887 1.1151 -0.6556  -0.825
C 4.0214 -0.0848 -0.6255  -0.410
P 1.5999 0.9728 -1.1591  2.481
O 1.1985 -0.5065 -0.9225  -1.133
O 0.7926 2.0786 -0.6006  -1.135
P -0.9193 1.0676 2.0102  1.489
O -1.0531 -0.3318 1.1547  -1.101
N -2.1035 2.0313 1.2674  -0.773
C -1.7796 3.3870 0.9159  -0.397
C -3.4984 1.6817 1.2543  -0.399
N -1.7791 0.5433 3.4333  -0.784
C -1.3388 1.2450 4.6222  -0.406
C -1.9938 -0.8699 3.7068  -0.411
N 1.5852 1.0719 -2.8465  -0.776
C 2.2067 0.0153 -3.6213  -0.409
C 1.8743 2.3884 -3.3761  -0.410
H 3.4088 1.5067 1.4148  0.197
H 2.7908 2.8516 0.4403  0.225
H 4.5105 2.3965 0.3378  0.160
H 3.9028 -0.6306 0.3148  0.227
H 5.0713 0.2027 -0.7544  0.163
H 3.7473 -0.7707 -1.4232  0.214
H -0.6973 3.4962 0.8603  0.243
H -2.1860 4.1190 1.6343  0.141
H -2.1799 3.6346 -0.0754  0.173
H -3.6170 0.6125 1.4276  0.215
H -3.9474 1.9155 0.2804  0.174
H -4.0702 2.2128 2.0304  0.159
H -1.1148 2.2888 4.3900  0.193
H -0.4352 0.7989 5.0647  0.178
H -2.1299 1.2335 5.3813  0.170
H -2.3189 -1.3944 2.8133  0.227
H -2.7702 -0.9722 4.4755  0.162
H -1.0837 -1.3722 4.0558  0.202
H 1.9451 -0.9560 -3.2056  0.237
H 3.3041 0.1068 -3.6521  0.159
H 1.8404 0.0597 -4.6522  0.175
H 1.3652 3.1419 -2.7779  0.229
H 1.5142 2.4546 -4.4080  0.173
H 2.9544 2.6092 -3.3756  0.159
F -3.6536 -3.5369 -4.1555  -0.364
C -2.8256 -3.1102 -3.1488  0.367
C -3.3219 -2.2471 -2.2003  -0.315
C -2.4637 -1.8223 -1.1851  -0.215
C -1.1355 -2.2441 -1.1040  -0.357
C -0.6917 -3.1255 -2.0968  -0.198
C -1.5226 -3.5631 -3.1221  -0.311
H -4.3516 -1.9147 -2.2574  0.204
H -2.8485 -1.1326 -0.4411  0.213
H 0.3267 -3.4963 -2.0563  0.230
H -1.1748 -4.2485 -3.8857  0.206

Atomic forces in eV per Å
0.348 -0.289 0.063
-0.016 0.011 -0.025
-0.072 0.010 -0.060
0.042 -0.155 0.076
-0.040 -0.134 -0.024
-0.080 0.100 0.042
0.003 -0.040 -0.036
0.141 0.058 0.116
0.012 0.029 -0.029
-0.201 -0.366 -0.071
-0.329 0.627 0.201
-0.037 0.045 -0.055
-0.034 -0.180 -0.067
0.213 0.594 -0.187
0.038 -0.199 0.158
0.021 0.061 -0.129
-0.043 -0.020 -0.073
0.012 -0.088 -0.019
0.013 0.039 0.003
0.002 0.000 -0.007
0.101 -0.014 0.026
-0.039 -0.025 0.011
0.006 0.008 -0.001
-0.002 -0.011 0.010
-0.009 0.003 -0.003
-0.003 -0.003 0.001
0.002 -0.009 0.005
0.004 0.004 0.003
-0.007 -0.002 0.006
0.004 -0.011 0.016
-0.018 -0.014 0.000
0.005 -0.002 0.006
0.016 0.007 0.029
0.018 0.017 0.001
-0.007 0.008 -0.003
-0.009 0.007 -0.014
0.005 -0.013 -0.003
-0.001 0.002 -0.005
-0.011 0.016 -0.004
0.000 0.018 0.007
0.011 -0.006 0.003
0.000 0.008 0.025
0.001 0.005 -0.001
-0.011 0.000 0.002
-0.003 -0.015 0.006
0.004 -0.003 -0.004
-0.001 0.002 -0.008
0.003 0.001 0.002
0.004 -0.016 -0.018
0.024 0.012 0.029
-0.031 0.039 -0.031
-0.015 -0.104 0.008
-0.023 -0.011 0.020
-0.005 0.004 -0.001
-0.001 0.001 0.001
0.000 -0.005 -0.001
-0.002 -0.002 0.006
-0.003 0.000 -0.003

Properties
**2S+1**: 1
**E**: -175675.072 eV
**Frontier orbital gap**: 6.40 eV
**Total charge**: -2

***

Energy relative to the best compared isomer or geometry (same formula, charge and spin) for every record listed, in sequence, given in kcal per mole: 0.0; 3.1; 0.0.
Molar mass for every record listed, in sequence, given in g/mol: 301.46; 427.62; 632.41.